Density functional theory data (the ωB97M-V functional and the def2-TZVPD basis) for a structure of composition C4H9N2.

The geometry in ORCA input format:
```
! RIJCOSX wB97M-V def2-TZVPD def2/J DEFGRID3
* xyz 1 1
C -0.741 0.976 -0.858
C -0.728 -0.530 -1.106
C 1.215 -0.709 0.630
C -0.390 0.526 0.814
N 0.946 0.635 1.157
N -0.216 -0.853 0.258
H 0.133 1.443 -1.364
H -1.614 1.609 -1.029
H -1.679 -0.892 -1.251
H -0.041 -0.978 -1.691
H 1.914 -0.534 -0.259
H 1.561 -1.375 1.394
H -1.185 0.675 1.574
H 1.393 1.610 0.858
H -0.567 -1.602 0.872
*
```

Values from the calculation:
HOMO level in eV: -13.729
Orbital gap in eV: 10.4
F_max in eV/Å: 4.9

***

Density functional theory data (the ωB97M-V functional and the def2-TZVPD basis) for a structure of composition C23H18ClF6N2O3Sn.

The geometry in ORCA input format:
```
! RIJCOSX wB97M-V def2-TZVPD def2/J DEFGRID3
* xyz -1 1
Sn -1.375 -0.370 1.170
C 0.766 2.071 0.241
N 0.584 0.800 0.930
C 1.604 0.195 1.443
C 1.436 -1.023 2.127
C 2.351 -1.893 2.731
C 1.603 -2.950 3.240
C 0.267 -2.680 2.924
N 0.166 -1.524 2.266
C 1.569 1.943 -1.036
C 2.680 2.745 -1.266
C 3.403 2.627 -2.447
C 3.023 1.698 -3.403
C 1.920 0.885 -3.174
C 1.196 1.007 -1.999
H 1.245 2.795 0.906
H -0.228 2.456 0.003
H 2.605 0.620 1.349
H 3.422 -1.764 2.772
H 1.970 -3.817 3.767
H -0.606 -3.275 3.147
H 2.984 3.469 -0.518
H 4.268 3.257 -2.616
H 3.586 1.605 -4.324
H 1.625 0.147 -3.910
H 0.353 0.353 -1.801
C -4.076 0.981 3.237
C -2.709 1.686 3.376
O -1.648 0.917 3.073
C -2.733 2.946 2.461
F -2.833 2.566 1.163
F -3.783 3.776 2.690
F -1.618 3.692 2.550
C -2.576 2.156 4.852
F -2.559 1.091 5.676
F -1.453 2.854 5.089
F -3.615 2.939 5.262
H -4.274 0.815 2.179
H -4.890 1.558 3.675
H -3.994 0.015 3.731
Cl 0.140 -3.143 -7.249
C 0.092 -2.909 -5.522
C -0.601 -1.828 -5.003
C -0.641 -1.653 -3.627
C -0.002 -2.549 -2.779
C 0.690 -3.623 -3.324
C 0.744 -3.810 -4.696
C -0.069 -2.384 -1.262
O 0.426 -3.263 -0.560
O -0.621 -1.295 -0.877
H -1.102 -1.139 -5.671
H -1.173 -0.817 -3.193
H 1.180 -4.309 -2.645
H 1.282 -4.645 -5.127
*
```

Values from the calculation:
HOMO level in eV: -5.199
Orbital gap in eV: 7.8
F_max in eV/Å: 0.5

***

Density functional theory data (the ωB97M-V functional and the def2-TZVPD basis) for the molecule C21H24N2O8S.

The geometry in ORCA input format:
```
! RIJCOSX wB97M-V def2-TZVPD def2/J DEFGRID3
* xyz 0 1
C -5.221 -0.062 -1.864
C -4.929 1.421 -1.678
O -3.797 1.623 -0.834
C -2.586 1.580 -1.417
O -2.413 1.425 -2.604
C -1.540 1.754 -0.423
S -2.016 2.196 1.199
C -0.386 2.051 1.748
N -0.039 2.230 3.026
C 0.489 1.727 0.707
C 1.920 1.660 0.967
O 2.401 1.684 2.092
O 2.665 1.587 -0.137
C 4.084 1.610 0.009
C 4.602 3.035 0.138
C -0.190 1.548 -0.531
C 0.457 1.046 -1.785
O 0.930 -0.273 -1.505
C 2.135 -0.637 -1.916
O 2.879 0.026 -2.589
C 2.467 -2.029 -1.389
C 1.336 -3.015 -1.688
C 0.416 -2.914 -0.473
O -0.712 -3.335 -0.400
N 1.116 -2.301 0.509
C 0.628 -1.987 1.837
C -0.860 -1.916 1.896
C -1.772 -2.689 2.550
C -3.042 -2.144 2.244
C -2.804 -1.082 1.431
O -1.486 -0.928 1.225
C 2.479 -1.997 0.149
H -5.401 -0.539 -0.904
H -6.100 -0.182 -2.491
H -4.376 -0.549 -2.344
H -5.754 1.928 -1.173
H -4.734 1.893 -2.646
H -0.702 2.555 3.705
H 0.953 2.159 3.232
H 4.460 1.134 -0.899
H 4.366 1.024 0.891
H 4.221 3.491 1.049
H 4.283 3.627 -0.716
H 5.687 3.024 0.177
H -0.281 0.989 -2.589
H 1.301 1.672 -2.091
H 3.428 -2.329 -1.807
H 0.789 -2.789 -2.601
H 1.708 -4.039 -1.755
H 1.053 -1.015 2.122
H 0.971 -2.744 2.555
H -1.567 -3.545 3.159
H -3.994 -2.502 2.579
H -3.460 -0.378 0.958
H 2.775 -1.023 0.546
H 3.166 -2.755 0.550
*
```

Values from the calculation:
HOMO level in eV: -8.105
Structure (SMILES): CCOC(=O)c1sc(N)c(C(=O)OCC)c1COC(=O)[C@@H]1CC(=O)N(Cc2ccco2)C1
Orbital gap in eV: 8.6
F_max in eV/Å: 1.1

***

Density functional theory data (the ωB97M-V functional and the def2-TZVPD basis) for a cluster of 5 separate species, C17H30N2O14P in total.

The geometry in ORCA input format:
```
! RIJCOSX wB97M-V def2-TZVPD def2/J DEFGRID3
* xyz 1 1
N 3.524 0.459 -1.289
P 2.747 -0.908 -0.793
O 2.532 -1.907 -2.245
O 3.798 -1.693 0.356
C 1.082 -0.345 -0.048
C 0.291 -1.481 0.831
C -1.289 -1.688 0.373
C -2.094 -0.277 0.112
C -1.090 0.772 -0.698
N 0.195 0.134 -1.177
H 2.918 1.305 -1.073
H 1.766 -2.542 -2.054
H 3.468 -1.381 1.261
H 1.289 0.569 0.653
H 0.884 -2.496 0.785
H 0.273 -1.084 1.953
H -1.388 -2.311 -0.639
H -1.800 -2.277 1.269
H -2.483 0.235 1.114
H -3.015 -0.487 -0.616
H -1.622 1.249 -1.638
H -0.771 1.669 0.024
H 0.054 -0.667 -1.858
H 0.750 0.857 -1.726
C -5.311 -3.954 0.274
C -5.618 -3.150 -0.947
O -5.693 -1.825 -0.455
C -4.962 -1.789 0.698
O -4.672 -0.767 1.297
O -4.599 -3.044 1.092
H -4.701 -4.834 0.051
H -6.216 -4.272 0.803
H -4.820 -3.204 -1.695
H -6.562 -3.444 -1.413
C -1.302 4.473 3.149
C -0.262 5.186 2.347
O 0.820 4.274 2.334
C 0.296 3.032 2.548
O 0.921 1.991 2.432
O -1.019 3.107 2.908
H -2.318 4.720 2.828
H -1.210 4.669 4.222
H -0.583 5.369 1.316
H 0.035 6.135 2.801
C 5.711 5.067 1.766
C 4.648 4.556 2.683
O 4.103 5.737 3.241
C 4.367 6.748 2.363
O 3.895 7.870 2.443
O 5.225 6.340 1.383
H 5.850 4.426 0.891
H 6.674 5.194 2.272
H 3.857 4.020 2.148
H 5.050 3.907 3.466
C 0.595 -5.487 -3.658
C 0.194 -5.425 -5.096
O -1.207 -5.236 -5.036
C -1.480 -4.677 -3.821
O -2.567 -4.225 -3.500
O -0.379 -4.688 -3.014
H 1.598 -5.088 -3.487
H 0.542 -6.503 -3.253
H 0.643 -4.574 -5.619
H 0.439 -6.343 -5.637
*
```

Values from the calculation:
HOMO level in eV: -12.137
Orbital gap in eV: 8.8
F_max in eV/Å: 5.2

***

Q: Number 3 is which compound?
A: C21H24N2O8S

***

Q: Number 4 is which compound?
A: C17H30N2O14P

***

Please write out number 1 again, unchanged.
Density functional theory data (the ωB97M-V functional and the def2-TZVPD basis) for a structure of composition C4H9N2.

The geometry in ORCA input format:
```
! RIJCOSX wB97M-V def2-TZVPD def2/J DEFGRID3
* xyz 1 1
C -0.741 0.976 -0.858
C -0.728 -0.530 -1.106
C 1.215 -0.709 0.630
C -0.390 0.526 0.814
N 0.946 0.635 1.157
N -0.216 -0.853 0.258
H 0.133 1.443 -1.364
H -1.614 1.609 -1.029
H -1.679 -0.892 -1.251
H -0.041 -0.978 -1.691
H 1.914 -0.534 -0.259
H 1.561 -1.375 1.394
H -1.185 0.675 1.574
H 1.393 1.610 0.858
H -0.567 -1.602 0.872
*
```

Values from the calculation:
HOMO level in eV: -13.729
Orbital gap in eV: 10.4
F_max in eV/Å: 4.9

***

Q: Among the records above, which one has the highest orbital gap?
A: C4H9N2